(1)
Below is one molecule with the formula C18H25N3O5, with properties calculated with the ωB97M-V functional and the def2-TZVPD basis.

## Properties
Molecular weight = 363.41 g/mol
Relative energy (zero: lowest compared OMol25 entry of this formula, charge and spin) = 27.33 kJ/mol
Energy = -1241.43578 Ha
Spin multiplicity = 1
SMILES = COc1cc2[nH]c(=O)n(CCC(=O)NCCC(C)C)c(=O)c2cc1OC

CARTESIAN COORDINATES (ANGSTROEM)
C -5.45 -2.70 -1.02
O -5.57 -1.53 -0.26
C -4.54 -0.64 -0.25
C -3.39 -0.81 -1.00
C -2.36 0.13 -0.98
N -1.23 -0.04 -1.75
C -0.17 0.83 -1.76
O 0.80 0.63 -2.45
N -0.31 1.95 -0.96
C 0.86 2.80 -0.84
C 1.72 2.34 0.34
C 2.01 0.85 0.19
O 1.29 0.00 0.68
N 3.10 0.57 -0.54
C 3.45 -0.78 -0.93
C 4.92 -1.12 -0.65
C 5.33 -1.19 0.83
C 4.43 -2.13 1.63
C 5.38 0.18 1.49
C -1.40 2.25 -0.15
O -1.41 3.25 0.53
C -2.49 1.27 -0.20
C -3.63 1.44 0.57
C -4.67 0.52 0.56
O -5.73 0.86 1.34
C -6.72 -0.08 1.69
H -6.38 -3.25 -0.85
H -4.61 -3.32 -0.69
H -5.36 -2.48 -2.09
H -3.27 -1.69 -1.62
H -1.11 -0.88 -2.30
H 0.51 3.82 -0.67
H 1.42 2.73 -1.78
H 2.64 2.92 0.38
H 1.16 2.49 1.26
H 3.59 1.32 -1.00
H 2.78 -1.44 -0.39
H 3.26 -0.89 -2.00
H 5.55 -0.38 -1.16
H 5.11 -2.09 -1.11
H 6.35 -1.61 0.84
H 3.43 -1.70 1.73
H 4.35 -3.10 1.14
H 4.83 -2.28 2.62
H 5.98 0.88 0.90
H 5.84 0.10 2.48
H 4.38 0.59 1.62
H -3.73 2.32 1.18
H -7.33 0.42 2.44
H -7.34 -0.35 0.83
H -6.29 -0.99 2.12

***

(2)
Below is a 14-piece molecular cluster, C36H56O36 overall in a non-equilibrium geometry, with properties calculated with the ωB97M-V functional and the def2-TZVPD basis.

## Properties
Molecular weight = 1064.81 g/mol
Relative energy (zero: lowest compared OMol25 entry of this formula, charge and spin) = 27.08 kJ/mol
Energy = -4114.06887 Ha
Spin multiplicity = 1

CARTESIAN COORDINATES (ANGSTROEM)
C 3.29 -2.62 -3.71
O 2.91 -1.58 -2.80
H 4.20 -3.11 -3.34
H 2.50 -3.33 -3.75
H 3.55 -2.25 -4.72
H 2.48 -2.00 -2.03
C -2.02 3.01 3.63
O -3.04 2.25 4.30
H -2.32 4.01 3.45
H -1.15 3.14 4.32
H -1.68 2.65 2.68
H -2.72 1.38 4.58
C 3.97 3.70 0.37
O 4.31 2.44 0.86
H 4.53 4.47 0.91
H 4.21 3.80 -0.75
H 2.90 3.95 0.41
H 3.82 1.75 0.41
C 5.55 -0.90 0.66
C 4.92 -0.59 2.10
O 4.80 -1.86 2.74
C 5.43 -2.77 1.97
O 5.51 -3.94 2.22
O 5.94 -2.21 0.88
H 6.34 -0.13 0.50
H 4.84 -0.81 -0.17
H 3.95 -0.18 2.06
H 5.47 0.03 2.77
C -5.23 1.07 -3.58
C -3.81 1.64 -3.39
O -3.03 0.44 -3.52
C -3.78 -0.66 -3.83
O -3.24 -1.73 -3.88
O -5.06 -0.31 -3.94
H -5.76 1.72 -4.28
H -5.85 1.00 -2.71
H -3.65 2.16 -2.46
H -3.52 2.31 -4.18
C -1.24 5.83 -1.54
C -2.43 5.30 -0.72
O -1.87 4.11 -0.15
C -0.90 3.62 -1.06
O -0.45 2.51 -1.03
O -0.58 4.61 -1.97
H -0.53 6.44 -0.90
H -1.67 6.40 -2.38
H -3.34 5.09 -1.33
H -2.74 5.97 0.06
C 1.30 -2.72 4.50
C 2.03 -1.33 4.54
O 0.99 -0.38 4.58
C -0.17 -0.98 4.29
O -1.20 -0.44 4.03
O -0.07 -2.30 4.22
H 1.32 -3.14 5.53
H 1.57 -3.40 3.66
H 2.52 -1.17 3.58
H 2.67 -1.13 5.44
C -1.90 -3.44 1.55
C -3.15 -3.04 2.22
O -3.76 -2.19 1.22
C -3.12 -2.34 0.05
O -3.45 -1.78 -0.93
O -2.05 -3.21 0.17
H -1.59 -4.46 1.83
H -0.95 -2.90 1.86
H -2.90 -2.44 3.13
H -3.76 -3.89 2.41
C 2.35 1.48 -3.42
C 1.23 0.91 -4.15
O 1.44 1.25 -5.50
C 2.76 1.60 -5.62
O 3.33 1.84 -6.63
O 3.35 1.65 -4.40
H 2.76 0.82 -2.71
H 2.07 2.39 -2.95
H 0.27 1.29 -3.90
H 1.09 -0.14 -4.23
C -0.40 -3.61 -3.54
C -1.45 -4.79 -3.55
O -1.37 -5.32 -2.22
C -0.28 -4.80 -1.55
O 0.00 -5.18 -0.45
O 0.38 -3.90 -2.34
H -0.88 -2.57 -3.44
H 0.20 -3.72 -4.43
H -1.38 -5.62 -4.26
H -2.44 -4.32 -3.68
C 3.10 -4.94 -0.44
C 2.65 -5.81 0.77
O 1.75 -4.96 1.53
C 1.79 -3.75 1.00
O 1.15 -2.82 1.35
O 2.70 -3.64 -0.03
H 2.52 -5.18 -1.35
H 4.19 -4.99 -0.67
H 3.45 -6.11 1.45
H 2.06 -6.69 0.46
C 2.00 3.91 3.50
C 1.33 2.94 2.54
O 0.53 3.82 1.73
C 0.31 4.95 2.37
O -0.46 5.75 1.95
O 1.09 5.04 3.51
H 3.02 4.18 3.25
H 1.99 3.52 4.51
H 0.69 2.17 2.95
H 2.05 2.41 1.91
C -0.97 -0.14 0.20
C -0.39 -0.74 -1.10
O 0.99 -0.56 -0.96
C 1.31 0.15 0.13
O 2.46 0.43 0.46
O 0.24 0.41 0.91
H -1.31 -0.92 0.92
H -1.73 0.62 -0.05
H -0.72 -0.26 -2.02
H -0.59 -1.79 -1.21
C -5.26 1.65 1.47
C -6.49 2.49 1.90
O -6.53 3.54 0.91
C -5.69 3.31 -0.06
O -5.54 4.08 -0.98
O -4.96 2.25 0.17
H -5.60 0.55 1.36
H -4.40 1.73 2.17
H -6.49 2.98 2.91
H -7.40 1.99 1.92

***

(3)
Below is C7H22NNaO7 as an isolated structure in a non-equilibrium geometry, with properties calculated with the ωB97M-V functional and the def2-TZVPD basis.

## Properties
Molecular weight = 255.24 g/mol
Relative energy (zero: lowest compared OMol25 entry of this formula, charge and spin) = 71.99 kJ/mol
Energy = -1023.50240 Ha
Spin multiplicity = 1

CARTESIAN COORDINATES (ANGSTROEM)
Na -12.55 -28.65 5.83
N -10.48 -31.47 6.69
O -10.05 -31.43 7.85
O -10.72 -32.57 6.23
O -10.69 -30.40 6.22
C -12.38 -29.19 1.74
C -13.51 -28.53 2.54
O -12.92 -27.68 3.54
H -12.74 -29.82 0.93
H -11.72 -29.73 2.42
H -11.74 -28.41 1.31
H -14.16 -29.20 3.10
H -14.09 -27.93 1.84
H -12.44 -27.01 3.05
C -15.04 -26.89 6.82
C -14.63 -27.55 8.16
O -13.47 -28.37 8.15
H -14.20 -26.30 6.45
H -16.03 -26.44 6.76
H -15.05 -27.70 6.08
H -15.47 -28.10 8.57
H -14.41 -26.72 8.83
H -13.41 -28.91 8.94
C -14.21 -32.07 7.76
C -15.10 -30.99 7.14
O -14.43 -30.41 6.03
H -14.09 -32.88 7.04
H -14.58 -32.50 8.69
H -13.24 -31.65 8.03
H -15.12 -30.22 7.91
H -16.13 -31.32 6.98
H -14.40 -31.06 5.34
C -11.67 -25.34 6.37
O -11.33 -26.72 6.41
H -12.00 -25.11 5.36
H -12.40 -25.17 7.16
H -10.77 -24.79 6.64
H -10.70 -26.98 7.08

***

(4)
Below is a 4-piece molecular cluster, C29H24F3NO4S overall in a non-equilibrium geometry, with properties calculated with the ωB97M-V functional and the def2-TZVPD basis.

## Properties
Molecular weight = 539.58 g/mol
Energy = -2172.85266 Ha
Spin multiplicity = 1
SMILES = C=Cc1cc2c(cc1S(C)(=O)=O)C(=O)NC2=O.Fc1ccccc1.Fc1ccccc1.Fc1ccccc1

CARTESIAN COORDINATES (ANGSTROEM)
C -3.39 -0.28 -0.91
C -3.16 0.62 -1.93
C -3.75 1.96 -2.05
C -5.15 2.04 -1.94
C -5.77 3.27 -2.08
C -5.02 4.41 -2.31
C -3.64 4.36 -2.40
C -3.00 3.13 -2.27
S -1.24 3.13 -2.37
C -0.75 3.55 -4.03
O -0.77 4.19 -1.52
O -0.66 1.85 -2.05
C -5.96 5.56 -2.44
O -5.77 6.65 -2.87
N -7.24 5.07 -2.01
C -7.22 3.65 -2.01
O -8.17 2.94 -2.01
H -3.94 -1.19 -1.11
H -3.01 -0.15 0.10
H -2.44 0.35 -2.70
H -5.72 1.15 -1.76
H -3.09 5.27 -2.58
H -1.38 4.34 -4.43
H 0.27 3.90 -3.93
H -0.77 2.66 -4.64
H -7.55 5.46 -1.13
F -1.97 -2.47 -0.89
C -0.67 -2.69 -0.57
C -0.33 -3.87 0.06
C 1.00 -4.08 0.39
C 1.96 -3.12 0.09
C 1.59 -1.94 -0.55
C 0.26 -1.72 -0.89
H -1.09 -4.60 0.30
H 1.30 -5.00 0.88
H 3.00 -3.29 0.35
H 2.33 -1.19 -0.78
H -0.05 -0.81 -1.39
F -0.86 -1.16 2.68
C -0.06 -1.53 3.70
C 1.14 -2.14 3.41
C 1.97 -2.52 4.46
C 1.58 -2.29 5.78
C 0.36 -1.68 6.04
C -0.47 -1.29 5.00
H 1.42 -2.32 2.39
H 2.92 -3.00 4.25
H 2.22 -2.59 6.59
H 0.05 -1.50 7.06
H -1.42 -0.80 5.18
F 4.40 -1.68 1.60
C 5.62 -1.69 1.04
C 5.96 -0.69 0.15
C 7.22 -0.69 -0.42
C 8.12 -1.69 -0.10
C 7.77 -2.70 0.79
C 6.51 -2.69 1.38
H 5.23 0.08 -0.08
H 7.50 0.09 -1.11
H 9.11 -1.70 -0.55
H 8.47 -3.48 1.04
H 6.21 -3.46 2.08